[1]
ORCA calculation (wB97M-V/def2-TZVPD) on a cluster of 2 separate species, C3H6O in total at a distorted geometry.

Cartesian coordinates (Å):
C  -1.43772  -0.41748  -0.56042
C  -1.27312  0.55366  -1.16984
H  -1.43452  -1.54692  -0.30843
H  -1.14701  1.56022  -1.58495
C  0.63120  -0.27057  0.68675
O  1.58505  0.34906  -0.15903
H  0.10517  -1.01626  0.11163
H  1.15158  -0.74836  1.55186
H  -0.12203  0.44062  1.05686
H  1.94140  1.09602  0.37558

Atomic forces in eV per Å
C -2.1 -7.3 1.2
C 0.1 5.8 -3.0
H -0.7 2.9 -0.4
H -0.1 -1.2 0.3
C 1.4 -0.3 1.7
O 0.2 1.1 0.7
H 1.3 -0.1 0.6
H -0.3 0.2 -0.4
H 0.5 -0.3 0.1
H -0.2 -0.8 -0.9

Values from the calculation:
- Highest occupied orbital energy: -9.84 eV
- Structure (SMILES): C#C.CO
- Relative energy (zero: lowest compared OMol25 entry of this formula, charge and spin): 407.3 kJ/mol
- LUMO level: 1.01 eV
- Gap between HOMO and LUMO: 0.3986 Ha
- Net charge: 0


[2]
ORCA calculation (wB97M-V/def2-TZVPD) on an isolated molecule of C7H8ClIOSi at a distorted geometry.

Cartesian coordinates (Å):
C  1.28014  0.60470  2.46389
Si  1.28751  -0.28410  0.81028
Cl  1.16629  -2.23268  0.38822
I  3.58031  0.23945  -0.05397
C  0.08197  0.87191  -0.50847
C  0.28999  -0.03723  -1.77061
C  -0.55292  -1.06928  -1.89035
C  -1.67123  -1.17112  -1.03992
C  -2.12561  -0.17340  -0.21524
C  -1.36048  1.07102  -0.15508
O  -1.98961  2.12615  0.12670
H  2.21616  1.27511  2.52676
H  0.33062  1.06559  2.55423
H  1.45077  -0.14718  3.27347
H  0.72733  1.81822  -0.47881
H  1.15880  0.16368  -2.40100
H  -0.46850  -1.78017  -2.70504
H  -2.23111  -2.12494  -1.25251
H  -3.17044  -0.21575  0.32746

Atomic forces in eV per Å
C 2.4 -1.5 0.5
Si 0.0 2.9 -1.5
Cl -0.3 -0.9 0.7
I -0.3 0.0 0.0
C 2.3 -0.3 -0.5
C -0.1 1.5 1.6
C 1.1 0.8 -1.3
C -2.4 -0.9 0.7
C -1.5 -1.6 0.3
C -2.0 1.6 0.7
O 2.5 -2.1 -0.5
H -1.8 -0.7 -0.4
H -0.7 0.8 0.4
H -0.4 0.6 -0.4
H -1.1 -1.2 -0.3
H -0.3 -0.2 0.2
H 0.2 0.0 0.1
H 0.1 1.2 0.8
H 2.4 0.1 -1.2

Values from the calculation:
- Highest occupied orbital energy: -8.98 eV
- Structure (SMILES): C[Si@](Cl)(I)[C@H]1C=CC=CC1=O
- Relative energy (zero: lowest compared OMol25 entry of this formula, charge and spin): 282.7 kJ/mol
- LUMO level: -0.40 eV
- Gap between HOMO and LUMO: 0.3153 Ha
- Net charge: 0


[3]
ORCA calculation (wB97M-V/def2-TZVPD) on a structure of composition C3H6LiMgO5 at a distorted geometry.

Cartesian coordinates (Å):
H  -0.73449  -1.28880  -3.46443
C  -0.23013  -1.56916  -2.51654
C  -0.66717  -0.57218  -1.45286
O  -2.06224  -0.65027  -1.25857
Mg  2.77222  -0.87265  -2.15710
O  1.13957  -1.60060  -2.65714
H  -0.63390  -2.56433  -2.23731
H  -0.34857  0.44632  -1.73648
H  -0.14850  -0.79714  -0.49985
C  -2.70935  0.57018  -0.23800
O  -2.10320  1.69282  -0.10346
O  -4.03455  0.58308  -0.62663
H  -4.17233  1.38300  -1.14495
Li  -1.50918  1.24681  1.62734
O  -2.55441  -0.26105  0.88343
H  -2.26989  -1.23240  0.25445

Atomic forces in eV per Å
H 0.2 -0.1 0.3
C -0.6 -0.2 -0.1
C -0.2 0.3 0.3
O -0.1 1.2 0.1
Mg -0.7 -0.3 -0.3
O 1.1 0.3 0.2
H 0.2 0.3 -0.1
H -0.2 -0.1 -0.1
H 0.2 -0.1 -0.1
C 0.1 -0.9 0.0
O 0.2 -0.6 -0.4
O 0.5 -0.1 0.0
H 0.1 0.0 0.0
Li -0.4 -0.3 -0.8
O 0.8 -3.2 -0.8
H -1.1 3.7 1.7

Values from the calculation:
- Highest occupied orbital energy (spin up / spin down): -7.09 / -8.86 eV
- Relative energy (zero: lowest compared OMol25 entry of this formula, charge and spin): 119.3 kJ/mol
- Spin multiplicity: 2
- LUMO level (spin up / spin down): -0.68 / -1.06 eV
- Gap between HOMO and LUMO (spin up / spin down): 0.2354 / 0.2864 Ha
- Net charge: 0


[4]
ORCA calculation (wB97M-V/def2-TZVPD) on a structure of composition C45H57AsIrN6S2Sb at a distorted geometry.

Cartesian coordinates (Å):
Ir  0.40970  -0.06819  0.13430
C  -1.67127  1.96141  1.98343
C  -2.41612  1.09535  1.02188
C  -3.80276  1.21301  1.00998
C  -4.56674  0.43370  0.17665
C  -3.91721  -0.49076  -0.62424
C  -2.53727  -0.59214  -0.58297
N  -1.77981  0.21390  0.21064
Sb  -1.79874  -2.16052  -1.85748
C  -0.52899  -0.73596  -2.79837
C  -0.63803  -0.75114  -4.17798
C  0.12698  0.11115  -4.94210
C  0.97989  0.95838  -4.28176
C  1.05986  0.94646  -2.89359
C  2.02758  1.86466  -2.25838
N  0.30145  0.11308  -2.13242
C  -0.36939  -3.07902  -0.58869
C  -0.39660  -4.46101  -0.66518
C  0.45454  -5.19468  0.15219
C  1.27799  -4.50804  1.01199
C  1.27958  -3.11269  1.03611
C  2.23409  -2.43317  1.97382
N  0.45868  -2.41196  0.23369
H  -2.11176  2.95747  1.99928
H  -1.77204  1.55956  2.99489
H  -0.61971  2.02167  1.73229
H  -4.26751  1.93419  1.67023
H  -5.64600  0.52092  0.16431
H  -4.48225  -1.13898  -1.28173
H  -1.31863  -1.44518  -4.65319
H  0.06401  0.10855  -6.02287
H  1.60799  1.64617  -4.83219
H  2.10260  2.79502  -2.81939
H  1.70617  2.04725  -1.24668
H  3.01698  1.40548  -2.23477
H  -1.06925  -4.95898  -1.35265
H  0.46537  -6.27649  0.11413
H  1.94757  -5.03755  1.67785
H  3.25030  -2.76665  1.75760
H  2.19581  -1.35666  1.88482
H  2.00768  -2.72057  3.00384
C  -3.80071  -4.03440  0.68498
C  -3.85590  -4.06106  2.20928
C  -5.28465  -3.71006  2.65224
C  -3.49265  -5.47545  2.68988
C  -2.87765  -3.07111  2.84698
C  -2.86129  -2.95261  4.25131
C  -2.01070  -2.09923  4.90474
C  -1.14050  -1.32576  4.13820
S  0.01550  -0.16792  4.70187
C  0.45980  0.15172  3.09243
N  -0.16847  -0.53726  2.17161
C  -1.12454  -1.41287  2.74840
C  -2.00161  -2.29930  2.10477
C  1.43194  1.12482  2.69169
C  2.18344  1.84040  3.62997
C  3.12559  2.75650  3.21582
C  3.31513  2.93603  1.85254
C  2.57035  2.21121  0.92560
C  1.59338  1.27861  1.31170
H  -4.51752  -4.75059  0.28243
H  -2.81032  -4.31543  0.31973
H  -4.06548  -3.04539  0.29962
H  -5.99834  -4.38101  2.17140
H  -5.53548  -2.68317  2.37350
H  -5.41522  -3.81004  3.72954
H  -4.15508  -6.20850  2.22624
H  -3.59392  -5.57297  3.77093
H  -2.46221  -5.72170  2.42140
H  -3.53891  -3.55629  4.84035
H  -2.01614  -2.03057  5.98496
H  -1.98109  -2.36614  1.03472
H  2.02552  1.66246  4.68846
H  3.70362  3.31718  3.93835
H  4.05728  3.64323  1.49850
H  2.80351  2.37848  -0.10734
S  2.72448  -1.03705  -0.93002
C  4.32858  -0.55606  -0.48808
N  5.30824  -0.81430  -1.34575
C  6.70661  -0.43676  -1.10021
C  6.97588  -0.49617  0.39121
C  5.96720  0.37626  1.11579
N  4.60907  0.03774  0.66283
H  5.07144  -1.32285  -2.18254
H  6.88004  0.57176  -1.48139
H  7.35094  -1.11729  -1.65041
H  7.98643  -0.15545  0.60625
H  6.88438  -1.52840  0.73486
H  6.16274  1.43417  0.92668
H  6.01705  0.21242  2.19050
H  3.82932  0.28659  1.24766
C  -2.36674  4.83858  -1.77396
C  -1.71465  3.52642  -1.32126
As  -0.06878  3.85728  -0.33671
C  0.92140  5.02425  -1.54302
C  2.34539  5.34117  -1.09325
C  -0.54082  5.06799  1.12351
C  0.28256  4.89659  2.39824
H  -3.32914  4.61006  -2.23216
H  -1.76400  5.35795  -2.51642
H  -2.55239  5.51516  -0.93976
H  -1.46015  2.88998  -2.17092
H  -2.38272  2.95506  -0.67934
H  0.31491  5.93316  -1.57321
H  0.90481  4.57746  -2.53624
H  2.36679  5.75069  -0.08179
H  2.78349  6.08553  -1.75701
H  2.97917  4.45454  -1.11655
H  -1.60413  4.93721  1.31846
H  -0.38337  6.06379  0.70404
H  0.17046  3.89880  2.82224
H  -0.05005  5.61729  3.14481
H  1.34212  5.06943  2.21575

Atomic forces in eV per Å
Ir 0.0 -1.9 0.8
C -0.1 0.0 -0.1
C 0.1 -0.2 -0.1
C 0.0 0.0 0.0
C -0.2 0.0 0.0
C 0.1 0.1 0.0
C 0.2 0.1 0.3
N 0.4 0.5 -0.1
Sb -0.2 0.2 -0.2
C 0.4 0.1 0.2
C 0.0 0.0 0.1
C 0.0 0.0 -0.2
C 0.0 0.1 0.0
C -0.3 -0.3 0.0
C 0.0 0.1 -0.1
N 0.3 0.5 0.0
C 0.1 -0.5 0.0
C 0.1 0.1 0.0
C 0.0 -0.1 0.0
C 0.0 0.0 0.1
C 0.0 0.1 0.0
C -0.1 -0.1 0.0
N -0.6 -0.2 -0.6
H 0.0 0.0 0.0
H 0.0 0.0 0.0
H 0.0 0.1 0.0
H 0.0 0.0 0.0
H 0.0 0.0 0.0
H 0.0 0.0 0.0
H 0.0 0.0 0.0
H 0.0 0.0 0.0
H 0.0 0.0 0.0
H 0.0 0.0 0.0
H -0.1 0.0 0.0
H 0.0 0.0 0.1
H 0.0 0.0 0.0
H 0.0 0.0 0.0
H 0.0 0.0 0.0
H 0.0 0.0 0.0
H 0.1 0.0 0.0
H 0.0 0.0 0.0
C 0.0 0.0 0.0
C 0.1 0.0 0.2
C 0.0 0.0 0.0
C 0.0 0.0 -0.1
C 0.0 0.0 -0.1
C -0.1 -0.1 0.0
C 0.0 0.0 0.1
C 0.0 0.0 0.0
S -0.1 0.0 0.2
C -0.2 -0.2 0.2
N 0.7 0.1 -0.3
C 0.1 0.0 -0.3
C 0.1 0.2 0.2
C 0.3 0.0 0.1
C 0.0 -0.1 0.1
C 0.0 0.0 0.1
C 0.0 -0.1 -0.1
C -0.1 0.2 0.3
C -0.6 1.0 -1.3
H 0.0 0.0 0.0
H 0.0 0.0 0.0
H 0.0 0.0 0.0
H 0.0 0.0 0.0
H 0.0 0.0 0.0
H 0.0 0.0 0.0
H 0.0 0.0 0.0
H 0.0 0.0 0.0
H 0.0 0.0 0.0
H 0.0 0.0 0.0
H 0.0 0.0 0.0
H -0.1 -0.1 0.0
H 0.0 0.0 0.0
H 0.0 0.0 0.0
H 0.0 0.0 0.0
H 0.1 0.0 0.0
S -0.7 0.4 0.5
C -0.1 0.2 0.2
N 0.0 0.0 0.0
C 0.0 0.0 0.0
C -0.1 -0.1 0.0
C 0.0 0.0 0.0
N 0.2 -0.1 0.0
H 0.0 0.0 0.0
H 0.0 0.0 0.0
H 0.0 -0.1 0.0
H 0.0 0.0 0.0
H 0.1 0.0 0.0
H 0.0 0.0 0.0
H -0.1 0.0 0.0
H 0.0 -0.1 0.0
C 0.1 0.0 0.0
C -0.1 -0.2 -0.1
As -0.5 0.7 -0.3
C 0.5 -0.1 0.0
C -0.1 0.0 0.0
C 0.2 -0.1 0.4
C 0.0 0.0 0.0
H 0.0 0.0 0.0
H 0.0 0.0 0.0
H 0.0 0.0 0.0
H 0.0 0.0 0.0
H 0.0 0.0 0.0
H -0.1 0.0 0.0
H -0.1 0.0 0.0
H 0.0 0.0 0.0
H 0.0 0.0 0.0
H 0.0 0.0 0.0
H 0.0 0.0 -0.1
H -0.1 0.0 -0.1
H 0.0 0.0 0.0
H 0.0 0.0 0.0
H 0.0 0.0 0.0

Values from the calculation:
- Highest occupied orbital energy (spin up / spin down): -15.28 / -15.20 eV
- Relative energy (zero: lowest compared OMol25 entry of this formula, charge and spin): 122.9 kJ/mol
- Spin multiplicity: 2
- LUMO level (spin up / spin down): -7.94 / -10.11 eV
- Gap between HOMO and LUMO (spin up / spin down): 0.2697 / 0.1871 Ha
- Net charge: +3


Let's list total energy in order: -5251.47319 -37937.79979 -19094.50725 -148393.40500 eV.